ORCA calculation (ωB97M-V with the def2-TZVPD basis set) on 9 unconnected molecules or ions with the total composition C20H61ClN5O12 in a non-equilibrium geometry.

Results
LUMO energy ... 2.32 eV
DFT total energy ... -66264.0619 eV
Total charge ... -1
HOMO level ... -6.21 eV
Spin multiplicity ... 1
Frontier orbital gap ... 0.313 Ha
ΔE to the lowest compared entry with this formula, charge and spin ... 31.9 kcal per mole

Bonds (Å) are listed after each position.
Cartesian coordinates (Å):
1 Cl -0.74460 0.08517 -1.06549  O2 1.426, O3 1.404, O4 1.425, O5 1.466
2 O -1.61655 -0.83398 -0.40998  Cl1 1.426
3 O -0.18704 -0.52573 -2.19973  Cl1 1.404
4 O -1.41325 1.30345 -1.38055  Cl1 1.425
5 O 0.37962 0.33274 -0.15808  Cl1 1.466
6 O -0.83784 -1.04235 -4.94178  H7 0.969, H8 0.962
7 H -0.58690 -0.79092 -4.04069  O6 0.969
8 H -1.65970 -1.52499 -4.81400  O6 0.962
9 O 2.03299 2.86750 0.25371  H10 0.967, H11 0.960
10 H 1.59391 2.02731 0.06246  O9 0.967
11 H 2.03956 2.90720 1.21303  O9 0.960
12 O -3.46396 -2.61811 1.44044  H13 0.965, H14 0.961
13 H -2.90709 -1.98067 0.97669  O12 0.965
14 H -3.97055 -2.09216 2.06531  O12 0.961
15 C -3.54614 4.47387 2.52014  C16 1.526, H21 1.088, H22 1.092, H23 1.091
16 C -2.47736 3.48778 2.05669  C15 1.526, C17 1.557, N20 1.488, H24 1.088
17 C -3.17728 2.21781 1.48921  C16 1.557, O18 1.427, H25 1.096, H26 1.089
18 O -3.93174 1.53968 2.49336  C17 1.427, C19 1.412
19 C -3.20228 0.96431 3.55677  O18 1.412, H27 1.091, H28 1.093, H29 1.092
20 N -1.82494 4.16322 0.90217  C16 1.488, H30 1.013, H31 1.018
21 H -4.05901 4.90286 1.66203  C15 1.088
22 H -3.01507 5.25708 3.06525  C15 1.092
23 H -4.22685 4.00671 3.23310  C15 1.091
24 H -1.72931 3.23859 2.80629  C16 1.088
25 H -2.42106 1.48679 1.18185  C17 1.096
26 H -3.69645 2.49003 0.57140  C17 1.089
27 H -3.46340 1.36386 4.53811  C19 1.091
28 H -2.12242 1.08172 3.43645  C19 1.093
29 H -3.41819 -0.10579 3.54059  C19 1.092
30 H -2.51048 4.32329 0.17390  N20 1.013
31 H -1.19764 3.45085 0.53299  N20 1.018
32 C -3.41683 -3.38822 -1.91976  C33 1.528, H38 1.094, H39 1.087, H40 1.090
33 C -4.60410 -2.42716 -1.94353  C32 1.528, C34 1.546, N37 1.481, H41 1.093
34 C -4.47027 -1.44072 -3.12667  C33 1.546, O35 1.444, H42 1.095, H43 1.094
35 O -4.53569 -2.09716 -4.41158  C34 1.444, C36 1.409
36 C -4.43862 -1.12338 -5.42546  O35 1.409, H44 1.094, H45 1.092, H46 1.092
37 N -5.87697 -3.18329 -1.90390  C33 1.481, H47 1.016, H48 1.019
38 H -3.37172 -3.83826 -2.91564  C32 1.094
39 H -3.61960 -4.11291 -1.13583  C32 1.087
40 H -2.45675 -2.88009 -1.82857  C32 1.090
41 H -4.53323 -1.77245 -1.07148  C33 1.093
42 H -3.49811 -0.95940 -2.98006  C34 1.095
43 H -5.22560 -0.64954 -3.14822  C34 1.094
44 H -3.67215 -0.40887 -5.10978  C36 1.094
45 H -5.40104 -0.65619 -5.64401  C36 1.092
46 H -4.00934 -1.54143 -6.33782  C36 1.092
47 H -6.56805 -2.47635 -1.66791  N37 1.016
48 H -6.03306 -3.35441 -2.89582  N37 1.019
49 C 2.09332 -4.29198 -0.21259  C50 1.529, H55 1.093, H56 1.091, H57 1.092
50 C 0.81287 -4.47960 0.60144  C49 1.529, C51 1.538, N54 1.451, H58 1.094
51 C 1.10535 -4.10325 2.06322  C50 1.538, O52 1.414, H59 1.095, H60 1.096
52 O 2.00164 -5.02271 2.65530  C51 1.414, C53 1.436
53 C 2.31588 -4.59343 3.98930  O52 1.436, H61 1.094, H62 1.089, H63 1.091
54 N -0.24393 -3.61500 0.11063  C50 1.451, H64 1.013, H65 1.014
55 H 2.39403 -3.24192 -0.24790  C49 1.093
56 H 1.91806 -4.65015 -1.22836  C49 1.091
57 H 2.92577 -4.80666 0.27161  C49 1.092
58 H 0.62847 -5.55786 0.59079  C50 1.094
59 H 0.15636 -4.15601 2.60709  C51 1.095
60 H 1.49298 -3.07847 2.05465  C51 1.096
61 H 3.03367 -3.76879 3.94289  C53 1.094
62 H 2.82107 -5.46920 4.39462  C53 1.089
63 H 1.50395 -4.23529 4.62392  C53 1.091
64 H -0.26434 -2.68608 0.51389  N54 1.013
65 H 0.08835 -3.49216 -0.83940  N54 1.014
66 C 0.92864 2.27431 -4.58826  C67 1.584, H72 1.092, H73 1.088, H74 1.091
67 C 1.75609 3.03669 -3.47380  C66 1.584, C68 1.520, N71 1.428, H75 1.093
68 C 0.86772 3.89381 -2.58622  C67 1.520, O69 1.436, H76 1.091, H77 1.096
69 O 1.65702 4.86476 -1.88143  C68 1.436, C70 1.382
70 C 0.81922 5.82053 -1.33801  O69 1.382, H78 1.094, H79 1.098, H80 1.098
71 N 2.55989 2.19035 -2.65096  C67 1.428, H81 1.015, H82 1.013
72 H 0.56221 2.98363 -5.33335  C66 1.092
73 H 0.09792 1.70503 -4.17657  C66 1.088
74 H 1.56559 1.56641 -5.12011  C66 1.091
75 H 2.36744 3.75074 -4.03194  C67 1.093
76 H 0.30320 3.31578 -1.85237  C68 1.091
77 H 0.17454 4.37566 -3.28503  C68 1.096
78 H 1.37142 6.62960 -0.85089  C70 1.094
79 H 0.13503 5.54453 -0.52499  C70 1.098
80 H 0.19860 6.28914 -2.11275  C70 1.098
81 H 1.97251 1.52584 -2.15736  N71 1.015
82 H 3.21060 1.61485 -3.17185  N71 1.013
83 C 3.88133 -0.64187 1.48216  C84 1.555, H89 1.094, H90 1.092, H91 1.088
84 C 4.55140 0.12771 2.65609  C83 1.555, C85 1.530, N88 1.460, H92 1.096
85 C 5.93382 -0.36496 3.08835  C84 1.530, O86 1.424, H93 1.094, H94 1.094
86 O 6.05988 0.02421 4.45238  C85 1.424, C87 1.414
87 C 7.39986 -0.16522 4.86066  O86 1.414, H95 1.096, H96 1.092, H97 1.091
88 N 4.48539 1.55835 2.37078  C84 1.460, H98 1.011, H99 1.016
89 H 3.67224 -1.66919 1.79318  C83 1.094
90 H 4.56469 -0.74494 0.63677  C83 1.092
91 H 2.93886 -0.19585 1.17048  C83 1.088
92 H 3.83445 -0.02503 3.47084  C84 1.096
93 H 6.65149 -0.01319 2.34159  C85 1.094
94 H 5.94718 -1.45848 3.05102  C85 1.094
95 H 7.68763 -1.22077 4.79405  C87 1.096
96 H 7.52814 0.01103 5.93060  C87 1.092
97 H 8.08199 0.47693 4.30160  C87 1.091
98 H 3.54906 1.92330 2.48325  N88 1.011
99 H 4.99362 2.09754 3.06539  N88 1.016